Here is a structure of composition C60H44BF4N5RuSTe from the Open Molecules 2025 dataset. Energies are from the ωB97M-V functional and the def2-TZVPD basis.

```
117
C60H44BF4N5RuSTe | the Open Molecules 2025 dataset | the ωB97M-V functional and the def2-TZVPD basis
Ru -0.4533 -0.4391 -0.2210
C 5.3593 -0.4662 -4.9882
C 4.0689 -0.7148 -5.4419
C 2.9987 -0.6634 -4.5631
C 3.1913 -0.3573 -3.2130
C 4.4865 -0.1043 -2.7745
C 5.5621 -0.1589 -3.6534
C 2.0000 -0.3672 -2.2749
C 0.8910 0.5674 -2.7042
C 0.7324 1.3597 -3.8583
C -0.4990 1.9660 -3.7499
C -1.0526 1.5891 -2.4992
C -2.2153 2.0568 -1.8952
C -3.1778 2.8664 -2.6783
C -2.8028 4.0433 -3.3223
C -3.7310 4.7640 -4.0586
C -5.0401 4.3157 -4.1702
C -5.4219 3.1431 -3.5309
C -4.4992 2.4274 -2.7826
C -2.5547 1.7786 -0.5596
N -1.9736 0.8138 0.2228
C -2.4896 0.8986 1.4792
C -2.3354 -0.2151 2.3855
C -1.8651 -0.1209 3.8432
C -0.5550 1.2145 5.5737
C -1.4008 1.4634 6.5605
C -2.7980 1.6348 5.9766
C -3.3642 0.2307 5.7985
C -2.9135 -0.5685 4.8324
C -2.3890 -1.5363 1.7296
C -3.2940 -2.5567 1.9453
C -3.0362 -3.5488 0.9750
C -1.9583 -3.1094 0.2023
N -1.5661 -1.8729 0.6801
C -1.3344 -3.7279 -0.9256
C -0.1590 -3.2056 -1.5272
C 0.6426 -3.8116 -2.4990
C 1.6447 -2.8889 -2.8610
C 1.4245 -1.7471 -2.1132
N 0.3687 -1.9561 -1.2613
C -2.0795 -4.7857 -1.6518
C -2.5466 -4.5188 -2.9436
C -3.3716 -5.4160 -3.6046
C -3.7261 -6.6165 -2.9986
C -3.2424 -6.9088 -1.7326
C -2.4303 -6.0006 -1.0638
C -3.4145 1.9873 1.5001
C -3.4819 2.4982 0.2306
N -0.1725 0.7149 -1.8911
H 6.1965 -0.5123 -5.6741
H 3.9003 -0.9634 -6.4830
H 1.9988 -0.8732 -4.9213
H 4.6575 0.1359 -1.7335
H 6.5636 0.0319 -3.2866
H 1.4521 1.4851 -4.6489
H -0.9533 2.6389 -4.4587
H -1.7899 4.4116 -3.1972
H -3.4335 5.6862 -4.5420
H -5.7644 4.8827 -4.7426
H -6.4393 2.7808 -3.6142
H -4.7936 1.5125 -2.2838
H 0.5006 0.9940 5.6516
H -1.1948 1.4502 7.6237
H -3.4626 2.2776 6.5541
H -4.1192 -0.1251 6.4933
H -3.2977 -1.5746 4.7040
H -4.0819 -2.5600 2.6844
H -3.5755 -4.4733 0.8454
H 0.5067 -4.8101 -2.8855
H 2.4284 -3.0392 -3.5857
H -2.2791 -3.5775 -3.4085
H -3.7506 -5.1724 -4.5902
H -4.3803 -7.3143 -3.5081
H -3.4993 -7.8496 -1.2589
H -2.0530 -6.2301 -0.0742
H -4.0048 2.3134 2.3369
H -4.0748 3.3329 -0.1100
C 7.3405 -1.2767 3.1376
C 6.1735 -0.8753 2.2721
C 5.4416 -1.8099 1.5580
C 4.3468 -1.4425 0.7782
C 3.5807 -2.5049 0.0403
C 3.9819 -0.0943 0.6963
Te 2.2453 0.6839 -0.3021
C 4.7206 0.8733 1.4068
C 4.3780 2.3462 1.3680
C 5.7974 0.4604 2.1817
H 7.4972 -2.3553 3.1161
H 7.1696 -0.9749 4.1731
H 8.2575 -0.7887 2.8006
H 5.7138 -2.8598 1.6125
H 3.7883 -2.4615 -1.0296
H 2.5044 -2.3651 0.1603
H 3.8400 -3.5012 0.3995
H 3.3966 2.5398 1.8105
H 4.3322 2.7178 0.3437
H 5.1197 2.9230 1.9204
H 6.3597 1.2059 2.7381
S -0.3952 -1.2907 3.9678
C 0.6177 -0.3661 2.8670
N 0.5681 0.8743 2.5746
C -0.3370 1.7632 3.1620
C -0.2641 3.0758 2.9195
C -1.1190 4.0140 3.6469
C -2.1145 3.6194 4.4455
C -2.4766 2.1692 4.5669
C -1.2774 1.2648 4.2228
H 1.4450 -0.9559 2.4727
H 0.4313 3.4508 2.1757
H -0.9217 5.0713 3.5107
H -2.7434 4.3442 4.9537
H -3.3293 1.9648 3.9254
F 0.9561 5.2431 0.2411
B 0.1254 4.3693 -0.4873
F 0.5022 3.0211 -0.1519
F -1.2223 4.5650 -0.1279
F 0.2872 4.5531 -1.8764
```

Computed properties:
Frontier orbital gap (spin up / spin down) ... 4.7550 / 5.4279 eV
Total energy ... -3772.2086 Eh
Highest occupied orbital energy (spin up / spin down) ... -3.3 / -4.8 eV
Total charge ... -1
ΔE to the lowest compared entry with this formula, charge and spin ... 96.4 kcal per mole
Spin multiplicity ... 6


Here is the ion C14H27F7N7O2 with charge +1 in a non-equilibrium geometry from the Open Molecules 2025 dataset. Energies are from the ωB97M-V functional and the def2-TZVPD basis.

```
57
C14H27F7N7O2 | the Open Molecules 2025 dataset | the ωB97M-V functional and the def2-TZVPD basis
H 0.1040 -4.2808 -3.6785
N -0.8049 -4.1567 -3.2085
C -1.0429 -2.8749 -3.0170
N -2.2958 -2.5583 -2.3177
N -0.0511 -1.8908 -3.4735
C -0.1879 -0.5591 -2.8128
C 1.2768 0.0966 -2.7798
C 1.2917 1.6502 -2.4190
C 1.1079 1.9754 -0.8458
N 1.4923 0.8114 0.0376
O 0.5124 -0.0238 0.4387
C -0.3123 0.5621 1.4837
C -1.7553 -0.1606 1.6217
N -2.4499 -0.3440 0.3164
C -3.6733 0.5470 0.2377
C -3.3364 2.1000 0.3764
C -4.2478 2.9562 -0.6371
O -3.6266 2.6187 1.7162
C 2.7551 0.5970 0.4076
N 3.7957 1.5022 -0.0573
N 3.1241 -0.5514 1.2181
C 3.2110 -0.2415 2.6476
F 2.5442 0.9530 3.0147
F 4.5776 -0.0014 2.9487
C 2.6043 -1.4756 3.4487
F 2.6699 -1.2482 4.8410
F 1.2201 -1.6475 3.1741
C 3.2919 -2.8847 3.1517
F 3.0596 -3.6824 4.2919
F 4.6656 -2.8397 2.9856
F 2.6818 -3.5890 2.0932
H -2.7187 -1.6843 -2.6503
H -2.0138 -2.4483 -1.3284
H 0.8716 -2.3113 -3.2756
H -0.9442 0.0716 -3.3995
H -0.6177 -0.6795 -1.7681
H 1.9679 -0.5493 -2.1500
H 1.6687 0.0158 -3.8576
H 0.4228 2.1429 -2.9670
H 2.2386 2.1266 -2.8571
H -0.0074 2.2053 -0.7107
H 1.6512 2.9320 -0.5596
H -0.5389 1.6678 1.3474
H 0.1583 0.4709 2.5283
H -1.6012 -1.1683 2.1492
H -2.3354 0.4851 2.3641
H -2.8643 -1.2925 0.3794
H -4.1242 0.3513 -0.7961
H -4.4588 0.1832 0.9898
H -2.2432 2.3268 0.1731
H -3.5767 3.6091 -1.2847
H -4.9791 3.5747 -0.0318
H -4.8582 2.2947 -1.3394
H -4.0618 1.8896 2.2121
H 4.6780 1.3125 0.4467
H 3.5594 2.4780 0.1661
H 2.5253 -1.3637 1.0151
```

Computed properties:
Frontier orbital gap ... 7.2631 eV
Total energy ... -1782.0638 Eh
Highest occupied orbital energy ... -11.5 eV
Total charge ... +1
SMILES ... [H]/N=C(/N)NCCCCN(OCCNC[C@@H](C)O)/C(N)=[NH+]/C(F)(F)C(F)(F)C(F)(F)F
Spin multiplicity ... 1


Here is an isolated molecule of C7H3NO in a non-equilibrium geometry from the Open Molecules 2025 dataset. Energies are from the ωB97M-V functional and the def2-TZVPD basis.

```
12
C7H3NO | the Open Molecules 2025 dataset | the ωB97M-V functional and the def2-TZVPD basis
N 1.3944 2.9678 -0.0644
C 0.9055 1.9305 -0.0696
C 0.2136 0.6412 0.2284
C -1.1140 0.3383 -0.3302
C -1.6463 -0.9735 -0.4414
C -0.6509 -1.8491 -0.0955
C 0.5229 -1.6529 0.1790
C 1.6287 -0.9018 0.2212
O 2.7654 -0.6819 0.5257
H 0.2634 0.4956 1.3857
H -1.6597 1.0474 -0.7979
H -2.6231 -1.3617 -0.7413
```

Computed properties:
Frontier orbital gap ... 7.9174 eV
Total energy ... -398.3189 Eh
Highest occupied orbital energy ... -9.3 eV
ΔE to the lowest compared entry with this formula, charge and spin ... 45.1 kcal per mole
SMILES ... N#C/C=C/C=C=C=C=O
Spin multiplicity ... 1


Here is an isolated molecule of C2H5O3PS in a non-equilibrium geometry from the Open Molecules 2025 dataset. Energies are from the ωB97M-V functional and the def2-TZVPD basis.

```
12
C2H5O3PS | the Open Molecules 2025 dataset | the ωB97M-V functional and the def2-TZVPD basis
C -0.3630 1.3362 -0.6015
S -0.0014 0.3418 0.9029
O 0.4737 1.2644 1.8335
C 1.0068 -1.0241 0.3027
P -0.6670 -2.0276 0.0026
O -0.8673 -1.6090 -1.4030
O -1.2277 -0.4153 1.1703
H -1.3922 1.5733 -0.4027
H 0.2432 2.2525 -0.4662
H -0.2970 0.7759 -1.4478
H 1.3383 -0.8538 -0.7756
H 1.7535 -1.6141 0.8849
```

Computed properties:
Frontier orbital gap ... 9.7732 eV
Total energy ... -1044.4152 Eh
Highest occupied orbital energy ... -9.2 eV
ΔE to the lowest compared entry with this formula, charge and spin ... 70.1 kcal per mole
SMILES ... CS12(=O)C[P@@]1(=O)O2
Spin multiplicity ... 1


Here is a cluster of 2 separate species, C3H10N2O3PS in total in a non-equilibrium geometry from the Open Molecules 2025 dataset. Energies are from the ωB97M-V functional and the def2-TZVPD basis.

```
20
C3H10N2O3PS | the Open Molecules 2025 dataset | the ωB97M-V functional and the def2-TZVPD basis
C 3.8188 -0.9324 0.3838
C 3.1584 0.1198 -0.1622
N 1.8696 0.5333 0.3538
N 2.0464 1.9271 0.7693
C 0.9016 0.4681 -0.6622
O 1.1649 0.1403 -1.7457
O -0.4129 0.8405 -0.3841
P -1.3030 -0.3588 0.2986
S -2.0811 0.2489 1.9690
H 4.0117 -1.8521 -0.1731
H 4.1262 -0.8881 1.4354
H 3.6251 0.6480 -0.9992
H 1.9799 2.5243 -0.0562
H 1.2838 2.1574 1.4016
H -2.3499 -0.6497 -0.6138
H -0.5258 -1.5183 0.5339
O -5.3534 -1.0715 -0.6001
H -4.6934 -0.8792 0.1138
H -5.0344 -0.7676 -1.4764
H -6.2324 -0.6901 -0.3861
```

Computed properties:
Frontier orbital gap ... 5.3263 eV
Total energy ... -1194.6186 Eh
Highest occupied orbital energy ... -10.7 eV
Total charge ... +1
Spin multiplicity ... 1


Here is an isolated molecule of CH3N4OP in a non-equilibrium geometry from the Open Molecules 2025 dataset. Energies are from the ωB97M-V functional and the def2-TZVPD basis.

```
10
CH3N4OP | the Open Molecules 2025 dataset | the ωB97M-V functional and the def2-TZVPD basis
H 0.7240 -1.9758 -1.0590
N 0.2827 -2.5158 -0.3278
N 0.0751 -1.8322 0.7114
P 0.5973 -0.2910 1.1195
C -0.9889 0.6952 0.8744
N -0.8176 1.4287 -0.1255
N 0.3321 1.5424 -0.7058
O 1.2969 0.5777 -0.2168
H -1.9361 0.8227 1.4125
H 0.4346 1.5481 -1.6829
```

Computed properties:
Frontier orbital gap ... 8.7576 eV
Total energy ... -675.3775 Eh
Highest occupied orbital energy ... -8.9 eV
ΔE to the lowest compared entry with this formula, charge and spin ... 23.1 kcal per mole
SMILES ... [H]/N=N\P1C=NNO1
Spin multiplicity ... 1